Entry 1:
Density functional theory data (ωB97M-V with the def2-TZVPD basis set) for a cluster of 9 separate species, C54H135N9O18 in total in a non-equilibrium geometry.

## Properties
Electronic energy   -3984.7934 hartree
SMILES   COCCNCCOC.COCCNCCOC.COCCNCCOC.COCCNCCOC.COCCNCCOC.COCCNCCOC.COCCNCCOC.COCCNCCOC.COCCNCCOC

The geometry in XYZ format:
```
216
Properties=species:S:1:pos:R:3:forces:R:3
C 5.647550 6.336549 0.714770 1.39 1.86 -0.97
O 6.617210 7.274619 0.194060 0.91 -0.42 -0.15
C 7.833600 7.239279 0.943100 0.05 0.85 -0.32
C 8.990570 7.989949 0.192170 -0.47 -0.27 0.27
N 8.925460 9.447709 0.117790 0.08 0.04 0.34
C 10.158570 10.101579 0.645700 -2.23 0.24 -0.45
C 9.846680 11.639839 0.681750 1.35 -1.41 -0.73
O 8.857750 11.954959 1.617890 0.42 -0.02 0.59
C 9.285760 12.824329 2.639350 -0.76 0.95 0.44
H 6.053110 5.338529 0.548720 -0.43 -0.26 0.31
H 4.797820 6.585319 0.079020 -0.36 -0.58 0.51
H 5.550700 6.637939 1.757780 -0.68 -0.67 0.23
H 8.124550 6.225729 1.219070 0.21 -0.44 -0.62
H 7.591990 7.654689 1.921450 0.32 0.67 0.29
H 9.045200 7.598419 -0.823610 -0.10 -0.29 -0.05
H 9.957180 7.800769 0.659040 -0.07 -0.79 0.27
H 8.103410 9.760149 0.614490 0.03 0.32 0.13
H 10.964030 9.769819 -0.009480 0.17 0.69 -0.24
H 10.417800 9.701079 1.625750 0.00 0.25 0.52
H 9.492840 11.945159 -0.302970 0.08 -0.07 -0.12
H 10.800730 12.128529 0.879400 -0.05 0.42 0.16
H 8.524130 12.784569 3.418090 0.28 -0.35 0.25
H 9.281620 13.878959 2.363990 -0.16 0.23 -0.73
H 10.295840 12.716089 3.034500 0.04 -0.93 0.03
C -2.708150 -4.485991 3.822470 0.98 -1.60 -0.67
O -2.505590 -4.829241 2.442560 -0.22 0.76 -0.79
C -3.558430 -5.350621 1.561870 1.37 -0.85 3.02
C -3.960140 -6.781911 2.054090 0.31 0.81 -0.87
N -3.042440 -7.883841 1.735420 -0.19 0.23 1.57
C -1.774810 -8.013161 2.554560 -1.45 -1.03 -0.73
C -1.461780 -9.500491 2.956460 -1.05 0.06 0.34
O -2.040800 -9.751601 4.272850 0.44 0.02 0.11
C -2.038490 -11.076171 4.924590 -0.02 1.87 -0.66
H -1.697000 -4.182871 4.094090 -0.25 0.41 0.32
H -2.857350 -5.423441 4.358230 -0.41 0.04 0.41
H -3.449500 -3.749631 4.132740 -0.21 0.15 -0.63
H -3.036420 -5.424201 0.607830 -0.55 0.33 -0.21
H -4.408540 -4.676941 1.669500 -0.16 0.04 -0.66
H -4.976180 -6.839181 1.663620 -0.04 -1.11 -0.44
H -4.144420 -6.737141 3.127470 0.33 -0.06 0.15
H -3.073850 -8.298331 0.814930 0.16 0.32 0.19
H -1.972610 -7.502431 3.496970 0.40 0.41 -0.25
H -0.984150 -7.593211 1.932790 0.45 0.15 0.66
H -0.408440 -9.780031 2.935470 0.26 0.36 0.22
H -1.936840 -10.065021 2.154140 -0.26 -0.62 0.17
H -1.066350 -11.563611 4.850870 -0.30 -0.57 -0.94
H -2.985040 -11.518951 4.614630 0.61 -0.95 -0.29
H -2.106440 -10.972751 6.007550 -0.27 0.83 0.02
C 1.942900 -1.040771 -2.833710 0.73 -0.27 0.80
O 3.035380 -1.159321 -1.862900 -2.65 -0.67 -0.75
C 4.248460 -0.522871 -2.065840 0.80 -0.10 0.20
C 5.167410 -1.138101 -3.157460 -0.18 0.47 0.75
N 4.853060 -0.641461 -4.476800 0.99 -0.28 -0.97
C 5.804730 -1.000951 -5.573890 -1.24 1.03 0.84
C 5.074740 -0.556141 -6.817650 -0.08 0.95 -1.48
O 3.744090 -0.962451 -6.914110 -1.25 -0.97 1.85
C 2.960510 -0.315381 -7.901580 0.81 -1.26 0.29
H 1.036840 -1.453011 -2.389630 0.25 -0.22 0.34
H 2.140260 -1.644931 -3.719220 0.15 0.20 -0.20
H 1.668040 -0.015411 -3.081080 0.54 0.24 -0.14
H 4.675590 -0.617401 -1.067490 0.70 -0.29 -0.09
H 4.122670 0.557549 -2.136290 -0.01 0.24 -0.81
H 5.197500 -2.225181 -3.083640 -0.58 -0.43 0.08
H 6.195270 -0.903761 -2.880550 0.14 0.60 -0.21
H 3.992550 -1.007291 -4.858620 -0.48 0.01 0.63
H 6.116750 -2.045331 -5.577390 -0.08 -0.21 -0.05
H 6.676530 -0.348301 -5.527910 0.25 -0.22 0.18
H 5.566860 -0.871421 -7.737710 0.53 -0.09 -0.13
H 4.998420 0.530789 -6.847160 0.71 0.36 0.25
H 3.555280 -0.597791 -8.770250 -0.87 0.78 -1.05
H 2.776060 0.749189 -7.757530 0.58 0.22 0.05
H 1.983790 -0.796881 -7.853880 0.13 -0.14 -0.36
C -4.154670 -1.775661 0.351220 -0.67 0.49 -0.06
O -4.879360 -0.682321 0.952760 -0.98 0.05 -1.21
C -6.344620 -0.635601 0.535530 1.73 -1.20 2.47
C -7.033390 0.379569 1.443320 0.36 0.49 0.63
N -6.683380 0.263589 2.874210 -1.46 -0.36 0.14
C -7.386090 1.275839 3.712530 1.46 1.33 -0.41
C -7.500410 0.857199 5.148510 0.14 -0.88 1.81
O -7.709400 1.843609 6.222460 -0.60 -0.34 -2.74
C -9.056320 2.218519 6.465540 0.35 0.24 1.70
H -3.184020 -1.993101 0.796930 -0.23 0.44 0.83
H -3.870040 -1.562681 -0.679180 -0.51 0.02 -0.38
H -4.769150 -2.672341 0.431780 0.06 -0.21 -0.28
H -6.708440 -1.603651 0.879940 -0.17 -0.31 -0.23
H -6.545210 -0.569961 -0.533840 0.42 0.53 0.00
H -8.111820 0.221419 1.451720 -0.08 -0.11 -0.57
H -6.860740 1.395419 1.087880 0.12 0.29 -0.22
H -5.692920 0.285229 3.070750 0.03 0.25 -0.21
H -8.370360 1.614349 3.388900 -0.12 -0.66 -0.67
H -6.792190 2.188139 3.657100 0.14 0.42 0.19
H -6.608080 0.356409 5.524110 0.26 0.00 -0.51
H -8.280710 0.096169 5.156410 -0.33 -0.07 0.49
H -8.899180 2.986769 7.222640 -0.47 -0.06 0.36
H -9.587180 1.374399 6.905710 -0.15 -0.10 0.09
H -9.745930 2.699099 5.771580 0.70 -0.20 -1.15
C -7.044740 2.384949 11.895650 0.52 1.16 0.02
O -6.326320 1.983109 10.731160 -0.07 0.32 -1.40
C -6.081770 3.014359 9.684530 -0.91 -0.70 -0.15
C -5.287330 2.437139 8.502100 1.17 -0.29 0.46
N -4.552810 3.418009 7.652300 -0.09 -0.48 0.91
C -4.511410 3.030489 6.237740 -1.27 0.95 0.43
C -3.540310 1.898619 5.924310 0.27 0.86 -2.19
O -3.952380 1.250009 4.663380 -0.43 -0.42 1.43
C -3.085620 0.207169 4.283080 0.28 -0.70 0.15
H -7.580840 1.659049 12.507030 0.53 -1.19 -0.77
H -7.864020 3.078279 11.705440 0.28 0.58 -0.39
H -6.292030 2.801849 12.564760 -0.27 0.53 0.26
H -5.636310 3.937209 10.056030 0.24 -0.15 0.46
H -7.010780 3.274639 9.177270 -0.63 0.28 0.68
H -5.951540 1.857329 7.861210 -0.09 -0.19 0.18
H -4.528310 1.793709 8.947050 -0.05 -0.40 -0.10
H -4.930460 4.348909 7.756750 -0.08 -0.01 -0.14
H -4.342500 3.968659 5.709170 0.88 -0.19 -0.32
H -5.537400 2.848339 5.917950 -0.08 -0.98 -0.22
H -3.343560 1.250319 6.778180 -0.37 -0.40 -0.21
H -2.607750 2.351749 5.588010 0.48 0.10 0.74
H -2.983910 -0.622541 4.982590 -0.19 0.21 0.97
H -2.062920 0.545229 4.116030 0.07 0.25 -0.35
H -3.468270 -0.361881 3.435810 -0.16 0.79 -0.57
C -2.596840 5.724399 -6.665750 0.39 -0.18 0.98
O -1.662900 6.745239 -6.203750 -1.30 -0.76 -0.01
C -0.987190 7.429439 -7.221970 0.10 0.63 -0.86
C -0.041410 8.543299 -6.703540 -0.64 -0.72 -0.50
N 0.862970 8.071319 -5.705530 -0.27 0.36 1.35
C 1.764260 7.093009 -6.175570 2.28 -1.10 -0.10
C 2.976060 6.817059 -5.155310 -0.81 -0.38 -2.40
O 2.723900 6.078349 -3.993750 -0.68 -0.23 0.20
C 2.158310 4.787899 -4.233780 -0.55 0.06 0.40
H -2.107310 4.821849 -7.031630 0.53 0.18 -0.30
H -3.380280 5.978509 -7.379730 0.40 0.89 -0.31
H -3.160770 5.361679 -5.806380 0.23 0.35 0.35
H -1.686540 7.921639 -7.897800 -0.31 -0.04 -0.21
H -0.418390 6.712859 -7.814490 0.16 -0.12 -0.20
H -0.603560 9.405919 -6.345810 -0.09 -0.09 0.13
H 0.564260 8.870799 -7.548530 -0.15 0.15 -0.24
H 0.300270 7.560669 -5.040180 -0.23 0.36 0.67
H 2.262580 7.406729 -7.092820 0.29 0.65 -0.01
H 1.248740 6.218959 -6.573530 0.03 -0.77 0.56
H 3.417830 7.805259 -5.027210 -0.26 -0.06 1.09
H 3.750990 6.271049 -5.693330 0.06 -0.21 -0.54
H 1.208900 4.794299 -4.769210 -0.27 0.59 0.00
H 1.942720 4.351839 -3.258340 0.18 0.10 0.03
H 2.730180 4.058329 -4.807180 0.91 0.33 -0.03
C 2.767910 -5.137171 -0.500030 -0.73 -0.44 0.56
O 2.412890 -6.544001 -0.687390 -0.66 0.88 -0.21
C 1.103070 -6.958431 -0.270140 -1.13 -0.68 0.38
C 0.871370 -8.497091 -0.385130 2.85 1.43 -1.65
N 2.200050 -9.100661 -0.227390 -0.32 -0.97 1.85
C 2.562290 -9.567111 1.156280 0.42 -0.55 -2.30
C 3.433420 -10.789961 0.904000 0.22 -0.85 2.72
O 4.687020 -10.663941 0.258760 -0.16 -0.56 -1.25
C 4.770840 -11.620961 -0.814450 -0.57 1.04 -0.82
H 2.982580 -5.021241 0.562320 0.21 0.31 -0.05
H 2.023840 -4.392721 -0.783300 -0.88 -0.45 0.14
H 3.581550 -4.766511 -1.123490 0.50 -1.10 0.05
H 0.294100 -6.524671 -0.857960 0.18 0.71 0.01
H 0.816780 -6.947681 0.781530 0.90 1.81 0.55
H 0.599600 -8.642881 -1.430590 -0.67 -0.73 0.19
H 0.155290 -8.798081 0.379540 -0.03 -0.29 -0.42
H 2.914110 -8.428121 -0.468060 -0.14 0.07 -0.40
H 1.674900 -9.941151 1.666910 -0.05 0.08 0.07
H 3.081660 -8.861661 1.804890 -0.08 0.41 -0.14
H 2.776980 -11.595911 0.575940 0.23 0.07 -0.96
H 3.736910 -11.151051 1.886660 -0.16 -0.13 0.63
H 4.580180 -12.661131 -0.550280 0.00 0.04 0.51
H 5.697390 -11.581481 -1.387200 0.40 0.31 0.70
H 4.024320 -11.300931 -1.541370 -0.31 -0.34 -0.16
C 2.668280 4.494299 0.196850 -0.28 0.60 -0.48
O 1.328800 4.053169 0.377360 1.50 -0.74 0.70
C 1.122860 3.515709 1.695970 -1.94 0.76 0.29
C 0.773550 2.058949 1.657620 -0.25 -0.96 -1.68
N 1.950970 1.438039 1.093800 1.32 -1.16 -0.99
C 2.136710 0.011719 1.228040 0.55 -1.07 1.71
C 1.009150 -0.985531 1.010480 -1.68 0.11 -0.56
O 0.353030 -1.392201 2.196790 0.43 0.30 0.95
C -0.513580 -2.506901 2.138200 1.05 -0.33 -0.11
H 2.988490 5.140499 1.014160 -0.06 0.06 0.20
H 2.652430 5.107309 -0.704290 0.16 -0.06 -0.09
H 3.413490 3.705709 0.092530 -0.17 -0.33 0.00
H 0.293490 4.152599 2.003580 -0.23 -0.32 0.76
H 1.918940 3.582789 2.437490 0.53 0.57 -0.53
H 0.011600 1.815739 0.917080 -0.92 0.64 0.25
H 0.446390 1.565149 2.572620 0.38 0.40 0.35
H 1.976160 1.590679 0.095720 -0.18 0.67 -0.08
H 2.476570 -0.118231 2.255510 0.02 -0.45 0.27
H 2.956690 -0.371991 0.621000 0.10 0.64 -0.24
H 1.289670 -1.872511 0.442430 0.57 -0.07 -0.03
H 0.228330 -0.504911 0.421070 -0.10 0.23 -0.62
H -1.468140 -2.241271 2.592470 -0.08 -0.18 -0.40
H -0.063970 -3.349291 2.663850 -0.01 0.07 0.76
H -0.546600 -2.975771 1.154760 -0.71 0.61 -0.52
C -0.917450 -4.185941 -2.425640 -0.63 1.01 0.82
O -0.986090 -3.254351 -3.516000 0.94 -2.44 -0.11
C -0.653970 -4.047131 -4.706680 0.47 1.19 0.20
C -0.860610 -3.143931 -5.903170 -0.62 -1.06 0.15
N -2.288140 -2.799621 -6.100550 1.75 -0.22 -0.92
C -2.807140 -1.745561 -5.251280 -0.47 -1.13 -0.02
C -4.274650 -1.578151 -5.556880 -0.08 2.21 -0.85
O -4.370780 -0.810501 -6.811100 0.48 -0.40 0.38
C -5.605830 -0.651341 -7.462010 -0.66 -0.74 0.14
H 0.072490 -4.606941 -2.249950 0.08 -0.32 -0.59
H -1.721500 -4.918681 -2.494170 0.28 -0.51 -0.40
H -1.145860 -3.704211 -1.474920 -0.01 0.68 -0.10
H -1.150810 -5.017051 -4.728880 -1.18 0.36 -0.13
H 0.364050 -4.436611 -4.712830 0.73 0.68 0.47
H -0.530490 -3.676651 -6.794990 -0.24 -0.42 -0.08
H -0.188520 -2.286521 -5.938330 0.07 0.43 0.79
H -2.148610 -2.365141 -7.001580 -1.16 0.07 -0.60
H -2.227040 -0.835801 -5.405940 -0.27 0.43 0.37
H -2.769110 -2.092041 -4.218510 0.29 0.28 -0.01
H -4.632550 -0.937001 -4.751320 -0.62 0.05 0.06
H -4.836840 -2.511681 -5.580730 0.15 -0.08 -0.22
H -6.321610 0.017049 -6.983460 0.16 0.24 0.52
H -6.120420 -1.605991 -7.571280 -0.08 -0.31 0.08
H -5.504810 -0.278121 -8.481120 0.68 0.09 0.10
```
Forces are in eV/Å.

Atomic partial charges in e from the Mulliken method, atoms 1 to 2:
1. C -0.654
2. O -0.340



Entry 2:
Density functional theory data (ωB97M-V with the def2-TZVPD basis set) for a cluster of 2 separate species, C3H3Cl3 in total in a non-equilibrium geometry.

## Properties
Electronic energy   -1496.5964 hartree
SMILES   C#CC(Cl)Cl.Cl

The geometry in XYZ format:
```
9
Properties=species:S:1:pos:R:3:forces:R:3
C 0.718083 -1.357137 -0.395014 -0.56 -0.21 2.47
C 0.466182 -1.241376 0.787729 -0.42 -0.58 -2.63
C 0.338838 -1.030250 2.190719 3.28 0.38 0.03
Cl 0.275385 0.653587 2.539277 -0.52 1.42 0.32
Cl 2.028710 -1.601830 2.782810 -0.54 -0.13 0.26
H 0.993196 -1.694320 -1.351780 0.05 0.17 -0.65
H -0.306117 -1.523483 2.847281 -1.30 -1.05 0.19
Cl 0.159595 2.237744 -1.393620 -0.83 0.29 0.18
H -1.058009 2.639199 -1.128715 0.83 -0.28 -0.18
```
Forces are in eV/Å.

Atomic partial charges in e from the natural (NBO) method, atoms 1 to 2:
1. C -0.139
2. C -0.078



Entry 3:
Density functional theory data (ωB97M-V with the def2-TZVPD basis set) for the molecule C5H11NO in a non-equilibrium geometry.

## Properties
Electronic energy   -327.0922 hartree
SMILES   CCN(C=O)CC

The geometry in XYZ format:
```
18
Properties=species:S:1:pos:R:3:forces:R:3
C -2.362116 -0.170011 -1.135010 1.09 0.50 0.42
C -0.982165 -0.703289 -0.682337 -1.37 0.37 -0.18
N -0.104073 0.387417 -0.241869 0.30 -0.36 0.99
C -0.335347 0.788068 1.060264 0.03 0.65 0.03
O 0.530061 1.155559 1.819957 0.12 0.05 0.11
C 1.321655 0.177620 -0.481524 0.10 -0.89 -1.44
C 1.902227 -1.154654 0.092811 0.34 1.39 -0.60
H -2.171079 0.728504 -1.721540 -0.30 -0.08 -0.23
H -2.934104 -0.902600 -1.685688 -0.09 -0.17 -0.14
H -2.905242 0.127099 -0.244484 -0.35 0.08 -0.01
H -0.523062 -1.225559 -1.516158 0.26 -0.12 0.17
H -1.196420 -1.371534 0.156726 0.44 -0.43 -0.25
H -1.385733 0.841417 1.388390 -0.12 -0.33 -0.33
H 1.885774 1.057802 -0.205189 -0.11 0.02 0.54
H 1.460355 0.119950 -1.567441 -0.28 0.10 0.00
H 2.804076 -0.842623 0.609585 0.02 -0.51 0.53
H 2.219055 -1.791253 -0.732609 -0.17 -0.19 0.11
H 1.191301 -1.670581 0.722812 0.10 -0.09 0.30
```
Forces are in eV/Å.

Atomic partial charges in e from the natural (NBO) method, atoms 1 to 2:
1. C -0.611
2. C -0.219



- Look up the electronic energy of the first one.
  -3984.7934 hartree



- electronic energy of number 2 (C3H3Cl3)?
  -1496.5964 hartree



- Among the records above, which one has the lowest electronic energy?
  C54H135N9O18